[1]
Below is a structure of composition C37H46O8P2Sc, with properties calculated with ωB97M-V/def2-TZVPD.

Each line ends with the Löwdin charge.
Geometry (Å):
C 3.374 -2.554 -2.211  -0.057
H -3.174 0.031 0.385  0.097
O -0.693 -1.673 2.064  -0.221
C 4.728 -2.586 -2.515  -0.034
H 0.885 -2.854 1.583  0.125
H 3.540 -1.196 3.470  0.150
H -5.464 -2.907 -1.730  0.126
C -2.304 4.681 -3.502  -0.027
H -1.193 -0.457 4.528  0.142
H -1.966 -2.546 3.471  0.154
C -2.297 1.884 3.076  -0.114
H -0.268 -4.816 -4.569  0.125
H -3.412 1.490 -3.291  0.111
H 3.987 2.303 0.727  0.150
O 0.904 -0.976 0.028  -0.386
H 2.807 -3.477 -2.184  0.112
H 2.072 -2.615 3.676  0.149
C -1.895 -1.652 2.853  -0.108
H -2.116 -4.911 -0.705  0.120
Sc 0.306 0.421 1.439  1.213
O 1.558 -0.691 3.043  -0.203
C 1.186 -2.000 3.525  -0.099
C -4.629 -2.218 -1.693  -0.028
O 1.576 2.275 2.993  -0.182
H -3.358 1.635 3.128  0.151
C 2.810 2.789 2.480  -0.136
H 0.083 2.760 4.279  0.129
C 2.751 -1.332 -1.954  -0.285
H -3.980 -2.668 -3.689  0.126
H -0.574 5.479 -2.508  0.119
C 0.310 -2.622 2.474  -0.130
H -0.837 -2.891 -0.040  0.090
C 0.750 3.281 3.598  -0.122
C -1.902 -0.415 3.701  -0.113
C 0.190 -2.750 -1.923  -0.304
O 2.509 0.884 1.047  -0.249
O -0.655 2.967 1.698  -0.187
H -2.517 3.788 2.143  0.151
O -1.543 0.673 2.826  -0.221
H 0.935 0.918 -2.550  0.081
H 3.026 0.808 -1.771  0.100
C -0.863 3.401 -2.069  -0.073
C -2.053 2.824 1.931  -0.147
H 4.422 0.292 1.620  0.157
C 2.958 2.248 1.080  -0.113
H -2.554 5.623 -3.975  0.126
C 3.496 -0.146 -1.982  -0.084
C -3.797 -2.084 -2.797  -0.038
C 2.967 -0.362 3.070  -0.101
H 6.512 -1.437 -2.804  0.126
H -0.720 4.693 2.879  0.151
H -0.162 -3.533 2.843  0.154
H 3.090 0.491 3.728  0.129
H 0.683 4.493 1.830  0.138
H 5.209 -3.532 -2.727  0.125
C -0.005 3.966 2.492  -0.125
H 2.803 3.879 2.447  0.146
C -2.786 2.359 -3.124  -0.047
H 2.316 2.788 0.385  0.138
C -1.266 -4.981 -2.673  -0.033
C 0.247 0.086 -2.401  -0.238
O -0.763 1.019 -0.080  -0.390
H 3.626 2.482 3.134  0.142
H -0.041 -0.285 -3.387  0.092
C -3.347 -0.571 -0.499  -0.065
H 1.351 3.981 4.179  0.152
H -1.827 -5.859 -2.964  0.125
H 1.031 -2.825 -3.916  0.123
H -2.900 -0.252 4.106  0.150
H 0.681 -1.883 4.484  0.143
C 4.846 -0.187 -2.284  -0.047
H -2.482 2.431 1.013  0.123
C 3.399 -0.082 1.652  -0.103
C -1.425 -4.450 -1.399  -0.047
C -2.505 -0.443 -1.606  -0.299
C -0.700 -3.330 -1.019  -0.065
C 0.341 -3.277 -3.210  -0.078
C -2.734 -1.197 -2.759  -0.074
C -0.388 -4.394 -3.580  -0.036
C -1.665 2.276 -2.299  -0.286
H -2.094 -1.097 -3.629  0.117
H -2.727 -1.641 2.151  0.131
H -3.970 3.643 -4.366  0.125
P 1.044 -1.267 -1.472  0.844
H -1.993 2.300 4.036  0.140
C 5.459 -1.408 -2.555  -0.029
H -0.003 3.336 -1.411  0.102
H -5.076 -1.559 0.300  0.119
C -3.101 3.568 -3.725  -0.036
C -4.407 -1.462 -0.546  -0.045
H 5.422 0.729 -2.327  0.120
H 3.330 -0.977 1.038  0.134
P -1.199 0.749 -1.541  0.855
C -1.186 4.602 -2.674  -0.045

ΔE to the lowest compared entry with this formula, charge and spin = 6.5 kcal/mol
Kohn-Sham gap = 9.329 eV
total charge = +3
multiplicity = 1

=====

[2]
Below is a structure of composition C37H47CoGeNO7, with properties calculated with ωB97M-V/def2-TZVPD.

Each line ends with the Löwdin charge.
Geometry (Å):
H -1.222 2.021 5.229  0.102
O -2.642 -2.917 -0.416  -0.136
H -5.389 4.988 -0.064  0.100
C 1.340 1.300 -1.380  -0.159
C 3.586 -4.456 1.445  -0.048
C 1.487 -0.189 -1.667  -0.586
H 0.644 -2.503 -3.787  0.129
O -0.819 -2.327 1.712  -0.166
C 1.765 4.773 -1.594  -0.097
C 1.572 6.992 0.061  -0.087
H 1.849 3.922 -2.259  0.084
H 3.308 7.726 -0.967  0.101
C -2.511 -1.630 0.160  -0.177
C 0.658 5.953 0.177  -0.122
C -2.697 -2.929 -1.827  -0.168
Ge -0.559 3.397 -0.408  1.013
H -3.265 4.138 0.843  0.091
C 1.652 -5.521 -1.232  -0.148
C -2.431 4.296 -2.437  -0.112
H -0.791 -5.691 1.959  0.139
C -1.441 -2.441 -2.513  -0.169
C -0.080 3.163 3.814  -0.083
H -1.270 -1.369 -2.386  0.125
H -1.601 4.113 -3.116  0.100
H 5.118 -2.489 2.920  0.090
C 0.305 -5.613 -0.547  -0.146
N 2.186 -2.314 1.449  0.000
H 1.618 -5.997 -2.214  0.139
H -0.585 1.718 -2.309  0.076
C 0.748 4.822 -0.640  -0.264
H -3.727 4.968 -4.011  0.100
H 1.869 1.827 -2.168  0.093
C 2.590 6.920 -0.881  -0.092
C 0.613 -3.381 -3.139  -0.153
C 1.192 -0.025 2.009  -0.040
H -0.678 0.964 -0.723  0.045
H -3.542 -2.335 -2.192  0.134
C 2.026 -3.574 -2.626  -0.146
H -1.409 -3.679 3.171  0.133
C -4.560 4.792 -0.734  -0.090
C -0.672 -3.587 2.372  -0.149
H -2.413 1.660 1.133  0.099
H -2.717 1.061 3.508  0.098
C -4.696 5.026 -2.095  -0.097
H 2.600 -4.179 -3.332  0.137
H 1.574 0.915 2.407  0.076
H -0.519 -5.352 -1.210  0.122
C 2.296 -1.043 1.992  -0.342
H 4.056 -4.959 2.292  0.077
C -3.359 4.307 -0.225  -0.105
C -2.147 -1.812 1.601  -0.141
O 0.874 -0.955 -0.814  -0.126
H 3.841 -0.077 3.185  0.090
C -1.091 2.287 4.186  -0.087
Co 0.947 -2.680 0.050  0.747
H -3.442 -1.057 0.068  0.141
H 0.585 3.571 4.566  0.104
H 3.463 5.757 -2.462  0.102
H -2.170 -0.837 2.092  0.107
H 4.244 -4.586 0.577  0.078
H 0.330 -3.582 2.804  0.135
C 3.339 -3.016 1.777  -0.353
C -2.279 4.049 -1.070  -0.264
O 2.101 -0.571 -2.658  0.033
H -2.850 -2.481 2.104  0.137
H 2.491 -2.599 -2.528  0.103
H -0.143 6.033 0.905  0.102
H 1.848 1.498 -0.430  0.119
O -0.297 -3.158 -2.050  -0.177
C -1.929 1.748 3.218  -0.102
H 1.489 7.859 0.707  0.102
C 0.087 3.507 2.477  -0.104
H 0.253 -4.241 -3.715  0.131
C 4.160 -2.201 2.507  -0.086
H -2.868 -3.970 -2.102  0.132
H 0.767 0.163 1.023  0.040
H 2.395 -6.029 -0.629  0.120
H -5.630 5.407 -2.491  0.099
H -1.583 -2.630 -3.580  0.133
O 2.063 -4.163 -1.331  -0.167
C -3.627 4.779 -2.949  -0.093
H -1.706 -1.066 -0.319  0.105
C -0.798 -4.744 1.414  -0.139
C -1.756 2.091 1.884  -0.135
H -1.718 -4.660 0.835  0.125
O 0.338 -4.692 0.543  -0.195
H 0.892 4.178 2.197  0.094
C 2.680 5.814 -1.715  -0.085
C -0.138 1.711 -1.310  -0.242
H 2.652 -4.963 1.244  0.038
H 0.160 -6.631 -0.173  0.140
C 3.494 -0.951 2.648  -0.083
C -0.751 2.983 1.493  -0.268
H 0.372 -0.344 2.661  0.070

ΔE to the lowest compared entry with this formula, charge and spin = 0.0 kcal/mol
Kohn-Sham gap (alpha / beta) = 6.752 / 6.778 eV
⟨S²⟩ = 0.7588
total charge = 0
multiplicity = 2

=====

no.,F_max (eV/A)
1,0.7
2,0.8